Record 1
The following is a quantum chemistry calculation of a 2-piece molecular cluster, C16H28Cl2NO overall, from the Open Molecules 2025 dataset.

ORCA input file:
```
! RIJCOSX wB97M-V def2-TZVPD def2/J DEFGRID3
* xyz 1 1
C -1.324 5.417 -1.535
C -0.622 4.294 -2.512
C -1.302 2.812 -2.328
C -0.906 1.918 -3.665
C -1.846 0.543 -3.816
C -1.156 -0.550 -2.760
C -0.072 -1.704 -3.186
N 0.543 -2.640 -2.142
C 0.179 -2.543 -0.661
C -0.904 -1.414 -0.103
C -1.305 -1.226 1.497
O -0.012 -1.394 2.240
C 0.855 -0.219 2.007
C 2.247 -0.547 1.198
C 3.404 0.643 1.393
C -1.615 -0.375 -1.162
H -1.481 4.931 -0.473
H -2.400 5.766 -1.909
H -0.634 6.374 -1.357
H -0.783 4.600 -3.653
H 0.550 4.293 -2.331
H -2.459 2.948 -2.211
H -0.896 2.348 -1.317
H 0.190 1.499 -3.443
H -0.915 2.567 -4.643
H -2.924 0.855 -3.450
H -1.868 0.147 -4.924
H 0.271 -1.797 -4.319
H 1.259 -3.370 -2.400
H 0.678 -3.241 0.138
H -1.744 -0.137 1.711
H -2.133 -1.979 1.846
H 1.158 0.174 3.092
H 0.310 0.652 1.429
H 2.033 -0.562 0.024
H 2.642 -1.609 1.552
H 3.654 0.860 2.515
H 4.363 0.330 0.757
H 2.959 1.587 0.816
H -2.406 0.455 -0.829
Cl 1.899 -4.907 6.088
C 1.115 -4.296 4.608
C 0.045 -3.260 4.912
Cl -1.371 -3.973 5.723
H 0.705 -5.152 4.064
H 1.903 -3.849 3.995
H -0.315 -2.814 3.980
H 0.431 -2.456 5.547
*
```

Taken from the Löwdin analysis, the atomic charges in e are: -0.154 -0.273 -0.240 -0.197 -0.157 -0.071 0.061 0.027 0.080 -0.040 -0.136 -0.255 -0.209 -0.238 -0.129 0.094 0.073 0.090 0.090 0.114 0.121 0.117 0.104 0.121 0.122 0.123 0.124 0.148 0.159 0.147 0.149 0.151 0.151 0.131 0.098 0.118 0.085 0.091 0.087 0.137 0.550 -0.672 -0.676 0.545 0.069 0.063 0.034 0.074



Record 2
The following is a quantum chemistry calculation of a 3-piece molecular cluster, C19H56NO4PSi5 overall, from the Open Molecules 2025 dataset.

ORCA input file:
```
! RIJCOSX wB97M-V def2-TZVPD def2/J DEFGRID3
* xyz 0 1
C 0.480 2.594 -0.316
C 0.674 1.112 -0.027
O -0.520 0.348 -0.044
C -1.419 0.692 0.994
C -2.564 -0.311 0.982
C -3.630 0.018 -0.065
C -4.692 0.999 0.434
C -5.718 1.412 -0.650
Si -6.043 3.256 -0.634
P -4.174 4.483 -1.175
N -3.482 4.682 0.372
O -3.204 3.209 -1.676
H 1.413 3.015 -0.700
H 0.196 3.163 0.571
H -0.290 2.728 -1.075
H 1.158 0.966 0.951
H 1.318 0.650 -0.779
H -1.806 1.708 0.827
H -0.884 0.692 1.955
H -3.024 -0.346 1.977
H -2.141 -1.302 0.794
H -3.144 0.450 -0.947
H -4.135 -0.895 -0.398
H -5.225 0.545 1.276
H -4.182 1.876 0.854
H -5.368 1.075 -1.633
H -6.684 0.920 -0.499
H -6.415 3.657 0.751
H -7.154 3.636 -1.543
H -3.860 4.166 1.152
H -3.366 5.655 0.612
H -3.608 2.689 -2.378
O -2.163 -6.539 0.251
Si -3.050 -7.893 0.538
C -3.038 -8.994 -0.971
C -4.808 -7.424 0.960
C -2.269 -8.780 1.976
Si -2.099 -5.235 -0.749
C -0.646 -4.188 -0.245
C -3.671 -4.237 -0.593
C -1.892 -5.799 -2.518
H -3.571 -8.539 -1.808
H -3.523 -9.948 -0.747
H -2.018 -9.205 -1.298
H -4.838 -6.703 1.779
H -5.373 -8.307 1.268
H -5.325 -6.982 0.105
H -2.263 -8.161 2.874
H -1.239 -9.067 1.758
H -2.833 -9.690 2.197
H -0.739 -3.838 0.785
H -0.582 -3.309 -0.891
H 0.293 -4.738 -0.328
H -4.538 -4.779 -0.976
H -3.581 -3.307 -1.161
H -3.869 -3.978 0.449
H -2.771 -6.338 -2.878
H -1.028 -6.459 -2.623
H -1.737 -4.938 -3.173
O 5.955 4.766 -0.404
Si 5.110 3.358 -0.313
C 3.965 3.396 1.163
C 6.287 1.917 -0.151
C 4.124 3.182 -1.882
Si 7.016 5.684 0.454
C 7.409 7.188 -0.568
C 8.578 4.712 0.782
C 6.245 6.200 2.075
H 4.523 3.392 2.102
H 3.313 2.519 1.160
H 3.331 4.285 1.151
H 7.030 1.922 -0.952
H 5.739 0.973 -0.208
H 6.821 1.933 0.801
H 4.772 3.152 -2.760
H 3.419 4.005 -2.014
H 3.554 2.249 -1.854
H 7.860 6.917 -1.524
H 8.115 7.825 -0.029
H 6.513 7.777 -0.775
H 8.397 3.871 1.454
H 9.332 5.352 1.245
H 8.997 4.316 -0.145
H 6.081 5.346 2.736
H 5.282 6.690 1.915
H 6.897 6.904 2.598
*
```

## Properties
Structure (SMILES) ... C[Si](C)(C)O[Si](C)(C)C.C[Si](C)(C)O[Si](C)(C)C.CCOCCCCC[SiH2]P(N)O

Taken from the Löwdin analysis, the atomic charges in e are: -0.069 -0.274 -0.157 -0.234 -0.165 -0.214 -0.282 -0.379 0.510 0.619 -0.248 -0.417 0.048 0.076 0.075 0.110 0.115 0.111 0.127 0.116 0.103 0.108 0.103 0.111 0.072 0.064 0.064 -0.057 -0.083 0.003 0.013 0.025 -0.272 0.338 -0.162 -0.162 -0.164 0.340 -0.161 -0.161 -0.161 0.026 0.033 0.036 0.035 0.033 0.025 0.033 0.033 0.032 0.032 0.034 0.033 0.026 0.025 0.037 0.025 0.036 0.033 -0.272 0.341 -0.155 -0.160 -0.163 0.338 -0.164 -0.162 -0.162 0.028 0.020 0.039 0.036 0.033 0.026 0.035 0.034 0.026 0.033 0.032 0.033 0.026 0.033 0.036 0.025 0.036 0.033



Record 3
The following is a quantum chemistry calculation of the molecule C6H15N3O, from the Open Molecules 2025 dataset.

ORCA input file:
```
! RIJCOSX wB97M-V def2-TZVPD def2/J DEFGRID3
* xyz 0 1
C -0.236 0.805 -0.738
C 1.142 -1.400 -0.609
C -1.233 -1.637 -0.566
C 0.182 1.074 -2.179
C -0.720 0.575 2.205
N -0.114 -0.765 -0.257
C 0.524 0.747 1.365
N 1.665 0.824 2.128
O -1.578 1.185 -0.526
N 0.629 1.362 0.191
H -2.065 1.089 -1.352
H 1.704 0.380 3.028
H 2.524 1.024 1.645
H 1.309 -2.264 0.041
H 1.157 -1.751 -1.649
H -1.268 -1.910 -1.630
H -2.166 -1.150 -0.290
H -1.163 -2.555 0.024
H 1.954 -0.685 -0.493
H 0.112 2.146 -2.357
H 1.219 0.790 -2.327
H -0.457 0.530 -2.877
H -0.541 -0.069 3.067
H -1.071 1.555 2.522
H -1.512 0.103 1.634
*
```

## Properties
Structure (SMILES) ... C/C(N)=N\[C@](C)(O)N(C)C

Taken from the Löwdin analysis, the atomic charges in e are: -0.580 -0.120 -0.109 -0.011 -0.013 -0.203 -0.421 0.144 0.002 0.084 0.094 0.092 0.098 0.085 0.079 0.080 0.071 0.086 0.074 0.087 0.073 0.081 0.076 0.094 0.059



Record 4
The following is a quantum chemistry calculation of a 6-piece molecular cluster, C29H67N4O17S5 overall, from the Open Molecules 2025 dataset.

ORCA input file:
```
! RIJCOSX wB97M-V def2-TZVPD def2/J DEFGRID3
* xyz 1 1
N 1.109 -3.564 3.893
C 0.212 -2.633 3.097
C 0.701 -2.592 1.568
C -0.305 -1.919 0.529
C -0.445 -0.331 0.539
C 0.471 0.508 1.538
C -0.326 1.141 2.803
C -1.633 0.705 3.483
C -2.548 -0.551 3.130
C -2.850 -1.334 4.526
O -3.809 -2.150 4.591
O -2.085 -1.127 5.720
N -1.952 1.648 4.560
C -0.858 2.574 4.519
N 0.166 2.341 3.524
C 1.431 3.080 3.230
C 2.154 3.508 4.611
C 3.324 2.516 5.080
C 2.834 1.249 5.946
N 1.572 1.467 6.722
H 1.700 -2.995 4.527
H 0.443 -4.079 4.503
H 0.235 -1.560 3.512
H -0.837 -3.101 3.126
H 1.750 -2.098 1.504
H 0.875 -3.682 1.211
H -0.055 -2.249 -0.553
H -1.357 -2.370 0.735
H -0.209 0.045 -0.534
H -1.559 -0.022 0.711
H 0.834 1.443 0.950
H 1.423 0.005 1.916
H -3.587 -0.235 2.729
H -2.070 -1.327 2.445
H -1.779 -2.000 6.085
H -2.747 1.703 5.210
H -0.668 3.505 5.167
H 1.313 3.940 2.483
H 2.134 2.314 2.715
H 2.660 4.530 4.393
H 1.421 3.718 5.473
H 3.910 2.088 4.177
H 4.084 3.110 5.715
H 3.666 1.053 6.731
H 2.787 0.286 5.311
H 0.827 1.007 6.154
H 1.585 0.910 7.607
O 2.459 -3.741 -1.177
S 3.599 -4.131 -1.966
O 4.625 -3.191 -2.336
O 3.084 -4.890 -3.297
C 2.170 -4.208 -4.158
C 2.858 -3.124 -4.967
C 4.377 -5.524 -1.197
H 1.332 -3.802 -3.584
H 1.759 -4.956 -4.842
H 3.222 -2.322 -4.322
H 2.170 -2.685 -5.692
H 3.724 -3.530 -5.497
H 3.617 -6.260 -0.942
H 4.875 -5.168 -0.293
H 5.113 -5.941 -1.883
O -3.578 0.376 -0.103
S -4.938 0.823 -0.277
O -6.016 -0.100 -0.516
O -4.973 1.969 -1.413
C -4.441 1.661 -2.705
C -5.373 0.759 -3.494
C -5.385 1.849 1.097
H -3.444 1.220 -2.616
H -4.328 2.609 -3.239
H -5.457 -0.225 -3.027
H -5.006 0.616 -4.511
H -6.379 1.184 -3.533
H -4.594 2.577 1.270
H -5.500 1.203 1.969
H -6.331 2.342 0.876
O -3.804 2.809 -6.158
S -3.339 3.257 -7.445
O -2.861 2.336 -8.443
O -2.230 4.414 -7.231
C -1.084 4.118 -6.432
C -0.101 3.223 -7.165
C -4.589 4.272 -8.182
H -1.386 3.676 -5.477
H -0.598 5.072 -6.206
H -0.528 2.235 -7.347
H 0.812 3.091 -6.582
H 0.155 3.649 -8.138
H -4.937 4.998 -7.449
H -5.410 3.619 -8.485
H -4.170 4.768 -9.057
O 0.658 -3.035 -10.578
S 0.631 -1.623 -10.854
O 1.248 -0.664 -9.974
O -0.897 -1.170 -11.127
C -1.875 -1.440 -10.121
C -1.739 -0.499 -8.938
C 1.246 -1.347 -12.491
H -1.821 -2.485 -9.805
H -2.856 -1.293 -10.582
H -0.799 -0.666 -8.409
H -2.555 -0.650 -8.227
H -1.743 0.540 -9.269
H 0.763 -2.042 -13.175
H 2.323 -1.524 -12.475
H 1.046 -0.314 -12.775
O 2.890 0.162 9.156
S 3.586 0.703 10.296
O 5.023 0.742 10.361
O 3.024 0.000 11.638
C 3.073 -1.426 11.731
C 4.483 -1.926 11.985
C 2.975 2.333 10.619
H 2.645 -1.884 10.834
H 2.436 -1.712 12.573
H 5.134 -1.720 11.133
H 4.487 -3.005 12.156
H 4.919 -1.425 12.853
H 1.886 2.314 10.608
H 3.348 2.989 9.830
H 3.351 2.666 11.586
*
```

Atom charges from the Löwdin analysis, given in e for atoms 1 to 99: -0.020 -0.278 -0.209 -0.195 -0.188 -0.116 -0.032 -0.096 -0.005 -0.376 0.067 0.009 0.143 0.003 -0.018 -0.115 -0.180 -0.184 -0.271 -0.023 0.063 0.064 0.099 0.119 0.116 0.120 0.118 0.115 0.127 0.078 0.124 0.111 0.131 0.100 0.137 0.176 0.162 0.144 0.130 0.122 0.092 0.117 0.118 0.114 0.110 0.053 0.045 -0.298 0.603 -0.281 -0.262 -0.265 -0.073 -0.119 0.112 0.126 0.067 0.082 0.088 0.075 0.078 0.078 -0.304 0.607 -0.264 -0.259 -0.260 -0.068 -0.122 0.116 0.119 0.070 0.078 0.090 0.071 0.066 0.080 -0.289 0.614 -0.284 -0.260 -0.266 -0.069 -0.116 0.112 0.124 0.064 0.083 0.090 0.075 0.080 0.078 -0.282 0.602 -0.290 -0.263 -0.261 -0.085 -0.122



no.,orbital gap (eV)
1,7.2285
2,8.9353
3,8.8635
4,8.7444